82
Properties=species:S:1:pos:R:3:forces:R:3:lowdin_charge:R:1 method="wB97M-V/def2-TZVPD" gap_ev=9.96 energy_ev=-95800.3187 charge=+1 homo_ev=-11.9210 molar_mass_g_mol=658.8
Ca 12.866 -13.620 -13.240 0.884 0.530 0.763 1.43
N 11.188 -15.020 -13.798 -2.004 -2.858 -2.086 -0.40
S 9.813 -15.507 -13.145 -1.720 1.423 3.232 0.45
O 9.863 -16.715 -12.407 0.416 -0.310 0.146 -0.24
O 8.662 -15.253 -13.936 -0.055 -0.114 -0.745 -0.24
F 9.728 -14.370 -12.024 0.402 -0.159 -0.145 -0.18
S 11.080 -15.973 -15.172 3.543 1.655 -1.401 0.54
O 10.485 -15.316 -16.278 -0.951 -0.165 0.064 -0.24
O 11.009 -17.367 -14.946 -0.658 -0.191 0.169 -0.23
F 12.636 -15.765 -15.569 0.027 -0.182 0.472 -0.21
C 14.877 -9.476 -12.429 0.304 0.162 -0.201 0.03
C 14.941 -10.973 -12.304 0.171 -0.204 0.140 -0.52
O 14.224 -11.739 -12.942 -0.003 0.546 0.099 -0.08
N 15.857 -11.442 -11.432 0.175 -0.253 0.086 0.04
C 16.072 -12.864 -11.249 0.455 -0.364 0.062 -0.06
H 13.937 -9.059 -12.072 -0.097 -0.243 0.071 0.08
H 14.970 -9.200 -13.480 -0.005 -0.007 0.002 0.08
H 15.687 -9.012 -11.869 -0.034 0.109 -0.033 0.08
H 16.645 -10.866 -11.188 -0.285 0.326 0.145 0.14
H 16.744 -13.024 -10.405 -0.033 0.221 0.061 0.10
H 16.568 -13.300 -12.120 -0.260 -0.105 -0.077 0.08
H 15.154 -13.403 -11.026 -0.143 0.144 -0.243 0.07
C 13.269 -13.669 -17.697 -0.442 -0.272 -0.248 0.03
C 13.111 -12.600 -16.652 0.612 -0.513 -0.108 -0.50
O 12.809 -12.880 -15.494 -0.228 0.426 -0.115 -0.07
N 13.423 -11.347 -17.042 -0.086 -0.455 0.287 0.04
C 13.559 -10.313 -16.042 0.804 0.485 0.109 -0.05
H 13.569 -13.291 -18.673 0.086 0.059 0.056 0.09
H 12.328 -14.207 -17.823 -0.068 0.110 0.093 0.09
H 13.971 -14.427 -17.349 0.117 0.134 0.059 0.08
H 13.906 -11.292 -17.922 -0.121 0.371 -0.031 0.14
H 14.403 -10.508 -15.372 -0.183 -0.329 0.102 0.07
H 12.662 -10.239 -15.438 -0.088 0.037 -0.098 0.07
H 13.815 -9.361 -16.504 -0.442 -0.001 -0.224 0.10
C 12.292 -14.636 -8.949 0.008 -0.186 0.463 0.03
C 12.336 -13.333 -9.694 -0.415 -0.105 0.332 -0.50
O 12.704 -13.258 -10.860 0.016 0.265 -0.205 -0.07
N 11.973 -12.241 -8.996 -0.205 0.404 0.219 0.04
C 11.895 -10.931 -9.583 0.397 0.860 -0.671 -0.06
H 11.997 -15.447 -9.609 0.285 0.040 -0.186 0.08
H 11.606 -14.657 -8.101 -0.092 0.331 -0.075 0.09
H 13.283 -14.805 -8.522 0.049 -0.239 -0.252 0.10
H 11.698 -12.312 -8.031 -0.044 -0.365 -0.047 0.14
H 10.981 -10.727 -10.145 -0.082 -0.441 0.007 0.09
H 12.730 -10.798 -10.275 -0.058 -0.110 -0.050 0.07
H 11.975 -10.121 -8.859 0.057 -0.361 0.376 0.09
C 12.823 -17.908 -11.958 -0.051 0.357 0.739 0.03
C 13.907 -16.867 -11.860 -0.113 -0.413 -1.041 -0.51
O 13.643 -15.667 -11.893 0.132 0.179 0.225 -0.05
N 15.178 -17.313 -11.865 0.492 -0.052 0.138 0.03
C 16.322 -16.437 -11.761 -0.047 0.673 0.225 -0.05
H 12.380 -17.891 -12.952 0.037 -0.086 -0.033 0.07
H 12.047 -17.581 -11.265 -0.169 -0.122 -0.144 0.08
H 13.137 -18.907 -11.661 0.114 -0.034 -0.213 0.09
H 15.385 -18.295 -11.910 -0.401 -0.072 0.068 0.14
H 16.594 -15.946 -12.698 -0.056 -0.268 -0.156 0.07
H 17.175 -16.981 -11.364 -0.008 -0.066 -0.052 0.09
H 16.079 -15.622 -11.079 0.029 -0.100 0.106 0.07
C 11.092 -9.533 -13.087 0.068 0.101 -0.015 0.02
C 10.760 -10.911 -13.620 -0.309 0.450 0.321 -0.53
O 11.240 -11.913 -13.091 0.033 -0.061 -0.346 -0.08
N 9.860 -10.962 -14.612 0.672 -0.246 0.396 0.05
C 9.399 -12.250 -15.094 -0.923 -0.051 -0.623 -0.04
H 11.696 -8.924 -13.762 -0.030 -0.197 -0.195 0.08
H 11.662 -9.667 -12.174 -0.123 0.059 0.097 0.05
H 10.178 -8.969 -12.896 0.026 -0.021 0.137 0.09
H 9.412 -10.098 -14.863 -0.105 -0.126 -0.215 0.14
H 8.659 -12.095 -15.880 0.086 0.178 -0.024 0.10
H 8.877 -12.809 -14.321 0.277 -0.063 0.157 0.08
H 10.192 -12.847 -15.533 0.181 0.027 0.253 0.06
C 16.591 -13.218 -15.379 -0.414 0.015 0.666 0.03
C 15.770 -14.432 -14.990 0.191 0.407 0.362 -0.53
O 14.921 -14.370 -14.104 0.141 -0.361 -0.296 -0.10
N 16.065 -15.558 -15.659 -0.189 0.085 0.075 0.04
C 15.398 -16.818 -15.429 -0.312 -0.787 -0.336 -0.06
H 16.262 -12.935 -16.379 0.658 0.107 -0.185 0.09
H 17.651 -13.414 -15.220 0.093 -0.116 -0.775 0.09
H 16.382 -12.392 -14.701 -0.416 -0.088 -0.018 0.07
H 16.753 -15.500 -16.391 0.038 -0.022 0.043 0.15
H 16.106 -17.612 -15.186 0.104 0.170 0.210 0.09
H 14.853 -17.171 -16.309 0.079 0.262 -0.130 0.09
H 14.648 -16.724 -14.653 0.212 0.182 0.204 0.06

73
Properties=species:S:1:pos:R:3:forces:R:3:lowdin_charge:R:1 method="wB97M-V/def2-TZVPD" gap_ev=9.80 energy_ev=-53102.8061 charge=-1 homo_ev=-7.2316 molar_mass_g_mol=474.0
Cl -0.464 0.305 0.209 0.104 0.068 -0.395 -0.01
C 0.021 -2.078 3.314 -0.282 -0.277 -1.330 0.00
C -1.221 -1.452 3.899 -0.146 -0.322 1.046 -0.56
O -1.716 -1.824 4.959 0.144 0.075 -0.187 0.02
N -1.754 -0.447 3.179 -0.186 0.725 -0.400 0.00
C -2.797 0.435 3.670 0.187 0.288 0.023 -0.08
H -0.072 -1.980 2.226 0.298 0.183 0.010 0.03
H 0.074 -3.154 3.471 -0.108 0.091 0.538 0.08
H 0.954 -1.605 3.613 -0.124 0.129 0.234 0.08
H -1.298 -0.139 2.327 0.074 -0.282 -0.006 -0.02
H -2.667 1.410 3.197 0.104 -0.034 -0.024 0.07
H -2.704 0.580 4.746 -0.051 -0.179 0.043 0.08
H -3.818 0.134 3.433 0.051 -0.411 0.051 0.07
C -3.930 -1.597 0.712 -0.193 0.772 -0.662 -0.02
C -3.327 -2.759 -0.015 -0.749 -0.943 0.393 -0.58
O -3.985 -3.799 -0.088 0.601 0.233 -0.262 0.01
N -2.071 -2.637 -0.478 0.159 0.061 -0.450 0.01
C -1.401 -3.755 -1.126 -0.655 -0.153 0.135 -0.06
H -4.008 -1.871 1.760 0.036 0.212 0.096 0.08
H -4.927 -1.433 0.298 -0.105 -0.263 0.197 0.08
H -3.407 -0.652 0.549 0.322 -0.105 0.384 0.05
H -1.636 -1.721 -0.450 0.158 -0.134 0.207 0.00
H -0.612 -3.401 -1.783 0.149 -0.011 0.211 0.07
H -2.121 -4.328 -1.713 -0.083 0.217 -0.114 0.08
H -1.057 -4.469 -0.376 0.429 0.122 -0.026 0.09
C 3.345 1.369 2.377 1.308 -0.610 -0.709 0.00
C 2.317 2.114 3.165 -0.230 0.448 0.852 -0.55
O 2.563 2.706 4.215 0.153 -0.199 -0.486 0.02
N 1.079 2.126 2.630 -0.312 0.334 -0.637 0.01
C 0.007 2.920 3.200 -0.094 -0.681 0.862 -0.09
H 3.741 1.960 1.544 -0.461 0.237 -0.055 0.08
H 3.021 0.418 1.948 -0.447 0.126 0.021 0.07
H 4.265 1.133 2.915 -0.363 0.161 0.615 0.08
H 0.869 1.567 1.814 0.024 -0.026 -0.047 0.01
H 0.346 3.895 3.545 0.211 -0.017 -0.117 0.08
H -0.365 2.373 4.072 -0.137 0.285 0.162 0.08
H -0.849 3.044 2.539 0.298 -0.137 -0.413 0.07
C 2.275 -2.451 -0.068 0.002 -0.830 0.621 -0.01
C 2.153 -2.708 -1.567 1.108 -0.352 1.102 -0.56
O 2.689 -3.686 -2.065 -0.260 0.251 -0.491 0.03
N 1.442 -1.772 -2.220 -0.267 0.411 -0.108 0.00
C 1.371 -1.679 -3.656 0.023 -1.245 -0.327 -0.07
H 2.900 -1.617 0.252 -0.496 0.563 -0.508 0.06
H 2.786 -3.271 0.441 -0.189 -0.379 -0.518 0.08
H 1.270 -2.423 0.359 0.083 0.519 0.135 0.05
H 1.035 -1.049 -1.646 -0.068 0.143 -0.002 0.05
H 0.351 -1.769 -4.033 -0.103 0.654 0.123 0.08
H 1.828 -2.592 -4.049 0.320 0.163 0.101 0.08
H 1.923 -0.827 -4.050 -0.252 0.172 -0.031 0.08
C -0.029 1.926 -3.777 -0.306 -0.786 -0.072 0.01
C -1.187 1.009 -4.199 0.498 1.400 0.007 -0.58
O -1.653 1.056 -5.325 -0.066 -0.320 -0.153 0.03
N -1.708 0.295 -3.204 -0.961 -1.346 0.991 0.01
C -2.922 -0.503 -3.305 -0.368 0.216 -0.626 -0.06
H 0.734 1.871 -4.550 0.031 0.253 0.041 0.08
H 0.383 1.631 -2.813 0.067 -0.016 0.005 0.03
H -0.422 2.935 -3.669 0.075 0.063 -0.197 0.09
H -1.310 0.255 -2.278 0.461 0.496 -0.029 0.03
H -3.737 0.058 -3.767 0.124 0.242 0.057 0.08
H -3.242 -0.791 -2.307 0.140 -0.083 -0.003 0.07
H -2.821 -1.389 -3.935 0.307 -0.107 0.147 0.08
C 2.969 1.245 -1.316 -0.602 0.032 1.478 -0.01
C 2.762 2.702 -0.927 0.634 0.089 -1.216 -0.58
O 3.667 3.516 -1.094 -0.107 -0.024 0.478 0.02
N 1.537 3.057 -0.512 -0.198 -0.206 0.509 0.00
C 1.268 4.387 -0.006 -0.696 -0.077 -0.786 -0.06
H 4.024 1.015 -1.190 0.057 0.035 -0.687 0.09
H 2.510 1.030 -2.276 0.444 -0.014 -0.269 0.06
H 2.454 0.621 -0.578 -0.167 -0.035 -0.132 0.03
H 0.802 2.360 -0.452 0.205 -0.069 0.153 0.02
H 0.949 5.015 -0.844 0.229 0.283 0.109 0.08
H 2.142 4.824 0.469 0.001 -0.095 0.072 0.09
H 0.409 4.329 0.661 0.209 0.013 0.265 0.07

72
Properties=species:S:1:pos:R:3:forces:R:3:lowdin_spin:R:1 method="wB97M-V/def2-TZVPD" gap_ev="6.31 / 6.21" energy_ev=-70394.4907 charge=+1 multiplicity=6 homo_ev="-10.6758 / -10.6758" molar_mass_g_mol=479.5
Mn -2.749 0.998 2.115 1.487 -0.870 -3.232 4.77
C 1.288 -0.069 0.682 -0.815 -0.028 0.906 0.00
C -0.122 0.115 0.080 0.129 -0.877 -1.786 0.01
C -0.381 -0.700 -1.206 -0.718 0.419 0.228 0.00
O -1.260 -0.014 0.875 -0.960 1.014 2.065 0.08
H 2.128 -0.141 -0.008 -0.363 0.488 -0.492 0.00
H 1.434 -0.954 1.301 -0.499 -0.066 0.221 0.00
H 1.368 0.819 1.310 0.686 -0.094 0.285 0.00
H -0.060 1.078 -0.426 -0.028 0.934 0.527 0.00
H 0.374 -0.443 -1.949 0.186 -0.690 -0.036 0.00
H -1.310 -0.281 -1.593 -0.170 0.184 -0.230 0.00
H -0.646 -1.749 -1.074 0.783 -0.237 0.058 0.00
C 4.763 -2.973 0.374 0.468 -1.797 0.047 0.00
O 4.751 -4.199 0.382 -0.172 0.959 -0.283 0.00
N 5.835 -2.235 0.007 1.538 3.126 0.573 0.00
C 5.971 -0.753 0.436 -0.090 -1.660 -0.341 0.00
C 7.093 -2.787 -0.579 -1.533 -0.336 -0.372 0.00
H 3.854 -2.416 0.651 0.251 0.379 0.111 0.00
H 5.139 -0.380 1.034 -0.558 -0.305 -0.594 0.00
H 6.175 -0.148 -0.448 -0.278 0.049 0.051 0.00
H 6.786 -0.583 1.140 0.463 -0.589 -0.189 0.00
H 6.831 -3.772 -0.963 0.290 -0.261 0.584 0.00
H 7.362 -2.264 -1.497 -0.103 0.607 0.176 0.00
H 7.956 -2.780 0.087 -0.291 -0.167 0.218 0.00
C -3.370 3.824 0.652 -0.777 1.888 0.272 0.01
O -3.100 2.844 1.327 0.656 -1.654 1.711 0.05
N -2.925 4.072 -0.532 0.354 0.348 -1.252 0.01
C -1.994 3.203 -1.264 -0.895 0.563 0.294 0.00
C -3.607 5.063 -1.356 -0.177 1.124 -0.688 0.00
H -3.982 4.661 1.023 -0.248 -0.456 0.280 0.00
H -1.347 2.618 -0.611 -0.241 0.121 0.032 0.00
H -1.438 3.939 -1.845 0.204 -0.785 -0.431 0.00
H -2.679 2.572 -1.831 0.733 -0.314 -0.570 0.00
H -4.525 4.710 -1.826 0.006 -0.454 0.209 0.00
H -3.863 5.992 -0.848 0.058 -0.274 0.561 0.00
H -2.989 5.413 -2.183 0.361 -0.346 0.147 0.00
C 0.764 -4.044 2.600 2.645 -2.139 1.842 0.00
O 1.614 -4.734 3.249 -2.694 2.154 -2.104 0.00
N -0.384 -4.525 2.097 -1.585 -1.145 -1.385 0.00
C -1.482 -3.749 1.516 0.770 1.106 0.046 0.00
C -0.720 -5.961 1.981 0.415 0.023 1.047 0.00
H 0.934 -2.980 2.373 -0.153 0.003 0.192 0.00
H -2.212 -3.554 2.303 -0.384 -0.110 -0.160 0.00
H -1.936 -4.213 0.641 0.002 -0.614 0.314 0.00
H -1.192 -2.784 1.100 0.487 0.264 0.438 0.00
H -1.783 -6.108 2.172 -0.062 0.223 0.058 0.00
H -0.524 -6.360 0.985 0.275 0.175 -0.039 0.00
H -0.197 -6.544 2.740 0.244 0.119 -0.221 0.00
C 1.147 5.419 -1.913 -0.585 -3.429 4.253 0.00
O 1.234 6.158 -2.792 -0.392 3.828 -4.357 0.00
N 2.174 4.800 -1.337 3.367 -1.066 1.077 0.00
C 2.138 3.860 -0.233 -1.408 0.018 0.041 0.00
C 3.529 5.255 -1.631 -0.097 -0.213 -1.608 0.00
H 0.253 5.108 -1.352 -0.880 0.124 -0.312 0.00
H 2.906 3.087 -0.245 0.388 0.481 -0.348 0.00
H 1.226 3.266 -0.301 -0.350 0.142 0.199 0.00
H 2.153 4.394 0.717 0.133 -0.182 0.213 0.00
H 4.183 4.423 -1.894 -0.016 -0.289 0.513 0.00
H 3.462 5.771 -2.589 0.124 0.570 0.329 0.00
H 3.993 5.867 -0.857 -0.236 0.022 0.062 0.00
C -4.097 -0.629 -0.177 -1.079 -1.377 1.076 0.01
O -4.209 0.274 0.723 0.472 -1.546 -0.974 0.04
N -4.643 -1.878 -0.069 -0.370 1.195 0.873 0.01
C -4.686 -2.867 -1.168 -0.408 0.281 -0.811 0.00
C -5.475 -2.221 1.121 0.376 0.465 0.557 0.00
H -3.595 -0.497 -1.149 0.055 0.381 0.451 0.00
H -5.403 -2.606 -1.946 -0.091 0.695 0.012 0.00
H -5.118 -3.822 -0.868 0.660 0.047 0.706 0.00
H -3.743 -3.000 -1.699 0.179 -0.018 0.508 0.00
H -6.448 -2.638 0.860 0.232 -0.007 -0.332 0.00
H -4.974 -2.881 1.829 0.286 -0.545 -0.559 0.00
H -5.652 -1.366 1.775 -0.059 0.424 -0.654 0.00